No. 1
A single C7H13F5NP molecule, computed with the ωB97M-V functional and the def2-TZVPD basis.

Positions of all 27 atoms, in Å:
C1 -2.747 0.218 -2.593
N1 -3.433 0.924 -1.498
C2 -3.141 0.397 -0.175
P1 -1.359 0.576 0.391
C3 -0.748 -1.110 0.859
C4 0.736 -1.191 1.299
C5 1.548 0.087 1.167
C6 3.054 -0.157 1.183
F1 3.572 0.223 2.344
F2 3.382 -1.420 0.967
C7 3.746 0.705 0.131
F3 3.354 0.365 -1.065
F4 3.417 1.958 0.314
F5 5.043 0.614 0.197
H1 -2.000 -0.491 -2.253
H2 -2.291 0.932 -3.261
H3 -3.475 -0.324 -3.185
H4 -3.148 1.894 -1.535
H5 -3.724 0.984 0.515
H6 -3.461 -0.637 -0.093
H7 -0.672 0.847 -0.816
H8 -1.391 -1.490 1.635
H9 -0.882 -1.774 0.011
H10 0.747 -1.464 2.344
H11 1.181 -2.029 0.791
H12 1.331 0.672 0.288
H13 1.361 0.689 2.038

Computed properties:
**Frontier orbital gap**: 9.2 eV
**Energy relative to the best compared isomer or geometry (same formula, charge and spin)**: 47.7 kJ/mol
**Charge**: 0
**Electronic energy**: -1169.9337 Ha

***

No. 2
A gas-phase ion, C3H6N (charge +1), computed with the ωB97M-V functional and the def2-TZVPD basis.

Positions of all 10 atoms, in Å:
C1 2.200 0.179 -0.073
N1 1.062 -0.168 0.117
C2 -0.146 -0.541 -0.030
C3 -1.415 0.191 -0.058
H1 2.965 0.472 0.794
H2 2.545 0.281 -1.038
H3 -0.341 -1.594 -0.034
H4 -1.958 -0.274 -0.828
H5 -1.922 -0.041 0.867
H6 -1.346 1.288 -0.171

Computed properties:
**Frontier orbital gap**: 12.2 eV
**Energy relative to the best compared isomer or geometry (same formula, charge and spin)**: 59.6 kJ/mol
**Charge**: +1
**Electronic energy**: -172.3359 Ha

***

No. 3
A single C4H8S2 molecule, computed with the ωB97M-V functional and the def2-TZVPD basis.

Positions of all 14 atoms, in Å:
S1 2.447 -1.405 0.012
C1 2.040 0.399 0.013
C2 0.644 0.627 -0.341
C3 -0.407 0.173 0.429
C4 -1.893 0.394 0.109
S2 -2.913 -1.133 -0.180
H1 1.776 -1.654 -1.081
H2 2.467 0.722 0.941
H3 2.589 0.790 -0.805
H4 0.474 1.271 -1.234
H5 -0.099 -0.375 1.307
H6 -2.419 1.114 0.772
H7 -1.876 0.801 -0.905
H8 -2.830 -1.723 0.963

Computed properties:
**Frontier orbital gap**: 9.6 eV
**Energy relative to the best compared isomer or geometry (same formula, charge and spin)**: 146.7 kJ/mol
**Charge**: 0
**Electronic energy**: -953.5308 Ha

***

No. 4
A molecular structure, C13H23Al2BrClF5MgN3NaO11P, computed with the ωB97M-V functional and the def2-TZVPD basis.

Positions of all 62 atoms, in Å:
C1 1.349 2.499 5.418
C2 0.361 1.846 5.302
C3 -0.845 1.084 4.997
C4 -1.313 1.525 3.602
C5 -0.915 0.675 2.406
C6 -1.547 1.478 1.260
Br1 -0.313 2.906 0.748
C7 -1.725 0.517 0.119
C8 -0.695 -0.319 -0.262
N1 -2.838 1.956 1.872
C9 -2.792 1.886 3.381
N2 -2.927 3.241 3.897
H1 2.164 3.124 5.140
H2 -1.575 1.314 5.774
H3 -0.648 0.015 5.023
H4 -0.836 2.493 3.466
H5 -1.269 -0.349 2.469
H6 0.172 0.686 2.406
H7 -2.658 0.447 -0.437
H8 0.167 0.044 -0.814
H9 -0.685 -1.381 -0.032
H10 -3.699 1.653 1.413
H11 -2.855 2.968 1.677
H12 -3.483 1.177 3.826
H13 -3.853 3.620 3.728
H14 -2.765 3.200 4.895
C10 0.254 -1.804 -5.754
C11 -0.592 -0.633 -5.260
O1 -0.219 -0.543 -3.886
C12 1.063 -1.061 -3.781
O2 1.777 -0.917 -2.860
O3 1.409 -1.737 -4.936
F1 -1.902 -0.863 -5.363
H15 -0.243 -2.770 -5.593
H16 0.532 -1.688 -6.831
H17 -0.366 0.313 -5.767
F2 4.180 -0.894 4.663
Al1 3.806 0.018 3.198
F3 4.704 -0.619 1.967
F4 4.180 1.601 3.504
F5 2.167 -0.141 2.912
Al2 1.210 -3.164 -7.756
Cl1 -0.782 1.533 -2.315
O4 1.410 -4.644 -5.162
H18 1.780 -4.169 -4.407
O5 2.496 -0.771 -8.017
P1 3.784 0.004 -8.177
O6 4.324 0.026 -9.600
O7 4.939 -0.539 -7.344
O8 3.637 1.459 -7.739
Mg1 4.203 -1.148 6.566
O9 7.287 -1.857 1.893
H19 7.736 -1.008 1.917
H20 6.365 -1.631 1.712
Na1 1.289 0.464 -5.532
C13 -4.728 -2.092 1.923
N3 -5.089 -0.980 2.847
O10 -6.023 -0.271 2.550
O11 -4.413 -0.852 3.852
H21 -5.414 -2.076 1.085
H22 -3.704 -1.928 1.600
H23 -4.812 -3.019 2.482

Computed properties:
**Frontier orbital gap**: 1.3 eV
**Charge**: +1
**Electronic energy**: -6222.6526 Ha

***

No. 5
A single C23H27ClO6 molecule, computed with the ωB97M-V functional and the def2-TZVPD basis.

Positions of all 57 atoms, in Å:
C1 8.165 -0.040 0.343
C2 6.713 -0.361 0.012
C3 5.712 0.631 0.638
C4 5.863 2.033 0.057
C5 4.338 0.061 0.486
C6 3.343 0.574 -0.240
C7 2.025 -0.004 -0.395
C8 1.569 -1.151 0.175
C9 0.245 -1.629 -0.069
C10 -0.259 -2.788 0.465
Cl1 0.693 -3.730 1.567
C11 -1.559 -3.323 0.173
O1 -2.049 -4.287 0.723
C12 -2.329 -2.631 -0.986
C13 -2.138 -3.471 -2.242
O2 -3.720 -2.640 -0.628
C14 -4.101 -1.496 -0.095
O3 -5.179 -1.311 0.399
C15 -2.973 -0.461 -0.210
C16 -3.434 0.904 -0.690
O4 -2.944 1.400 -1.678
C17 -4.529 1.568 0.110
C18 -4.989 2.836 -0.606
C19 -4.080 1.850 1.570
C20 -5.166 2.598 2.344
O5 -3.731 0.669 2.251
C21 -1.993 -1.146 -1.174
C22 -0.564 -0.793 -0.921
C23 -0.026 0.332 -1.433
O6 1.232 0.740 -1.212
H1 8.310 0.014 1.420
H2 8.815 -0.819 -0.050
H3 8.471 0.905 -0.096
H4 6.574 -0.363 -1.071
H5 6.483 -1.365 0.377
H6 5.924 0.676 1.714
H7 5.767 2.014 -1.026
H8 6.838 2.440 0.307
H9 5.106 2.697 0.468
H10 4.186 -0.872 1.013
H11 3.471 1.499 -0.782
H12 2.205 -1.729 0.822
H13 -2.749 -3.078 -3.052
H14 -2.439 -4.495 -2.039
H15 -1.091 -3.454 -2.536
H16 -2.559 -0.336 0.798
H17 -5.357 0.849 0.165
H18 -5.126 2.625 -1.664
H19 -5.930 3.195 -0.202
H20 -4.237 3.617 -0.516
H21 -3.162 2.450 1.555
H22 -6.116 2.074 2.262
H23 -4.881 2.639 3.392
H24 -5.284 3.613 1.980
H25 -4.508 0.094 2.280
H26 -2.262 -0.838 -2.192
H27 -0.579 1.014 -2.063

Computed properties:
**Frontier orbital gap**: 7.5 eV
**Charge**: 0
**Electronic energy**: -1804.2610 Ha

***

No. 6
A molecular structure, C28H47FeNP2Si, computed with the ωB97M-V functional and the def2-TZVPD basis.

Positions of all 80 atoms, in Å:
Fe1 0.160 -0.026 -0.271
C1 0.212 -0.325 3.362
C2 1.602 0.069 2.861
C3 2.687 -0.370 3.843
P1 1.829 -0.575 1.153
C4 3.569 -0.235 0.675
C5 3.830 -0.724 -0.749
C6 3.947 1.231 0.859
C7 1.688 -2.353 1.168
C8 2.516 -3.212 1.888
C9 2.252 -4.567 1.925
C10 1.127 -5.039 1.255
C11 0.321 -4.202 0.505
C12 0.621 -2.836 0.395
N1 -0.092 -1.906 -0.379
C13 -1.172 -2.374 -1.161
C14 -1.101 -3.477 -2.019
C15 -2.233 -3.907 -2.687
C16 -3.453 -3.253 -2.534
C17 -3.509 -2.111 -1.758
C18 -2.366 -1.659 -1.102
P2 -2.195 -0.028 -0.356
C19 -3.388 0.023 1.047
C20 -3.242 1.265 1.929
C21 -3.279 -1.259 1.878
C22 -2.909 1.018 -1.709
C23 -2.911 2.510 -1.401
C24 -2.193 0.742 -3.032
H1 -0.005 0.178 4.305
H2 0.149 -1.403 3.526
H3 -0.561 -0.047 2.642
H4 1.637 1.159 2.752
H5 2.611 -1.437 4.049
H6 2.547 0.157 4.789
H7 3.695 -0.152 3.493
H8 4.157 -0.848 1.365
H9 3.186 -0.213 -1.469
H10 3.667 -1.797 -0.847
H11 4.863 -0.509 -1.025
H12 3.315 1.867 0.236
H13 4.982 1.390 0.556
H14 3.848 1.563 1.893
H15 3.362 -2.817 2.436
H16 2.889 -5.241 2.480
H17 0.871 -6.090 1.314
H18 -0.548 -4.618 0.018
H19 -0.161 -3.994 -2.160
H20 -2.164 -4.769 -3.339
H21 -4.335 -3.615 -3.044
H22 -4.436 -1.554 -1.686
H23 -4.366 0.030 0.552
H24 -2.206 1.411 2.238
H25 -3.838 1.138 2.834
H26 -3.582 2.176 1.440
H27 -2.321 -1.311 2.402
H28 -3.382 -2.155 1.268
H29 -4.068 -1.267 2.630
H30 -3.947 0.677 -1.790
H31 -1.885 2.864 -1.294
H32 -3.457 2.766 -0.495
H33 -3.370 3.055 -2.228
H34 -1.115 0.903 -2.935
H35 -2.554 1.440 -3.790
H36 -2.354 -0.271 -3.397
C25 0.381 3.601 -3.311
Si1 0.982 3.583 -1.545
C26 0.065 4.764 -0.424
C27 2.796 4.034 -1.535
C28 0.708 1.832 -0.886
H37 0.576 4.580 -3.756
H38 -0.687 3.402 -3.398
H39 0.914 2.860 -3.912
H40 0.445 5.777 -0.579
H41 0.222 4.517 0.628
H42 -1.009 4.784 -0.612
H43 2.904 5.021 -1.992
H44 3.401 3.335 -2.116
H45 3.206 4.093 -0.526
H46 0.609 1.716 0.223
H47 1.045 1.016 -1.565

Computed properties:
**Spin multiplicity**: 2
**Frontier orbital gap (alpha / beta)**: 6.1 / 6.4 eV
**⟨S²⟩**: 0.84
**Charge**: +1
**Electronic energy**: -3385.5480 Ha

***

> Look up the electronic energy of the second one.

-172.3359 Ha